[1]
ORCA calculation (wB97M-V/def2-TZVPD) on a 4-piece molecular cluster, CH8O5 overall at a distorted geometry.

Cartesian coordinates (Å):
O 0.29616 -1.31953 -0.76834
C -0.27866 -1.78620 0.14754
O -0.30389 -1.04285 1.26148
H -0.61632 -2.75523 0.41011
H -0.60714 -1.31751 2.16976
O 2.12730 1.26759 -0.69874
H 1.31094 1.19873 -1.18207
H 2.88625 1.30047 -1.16173
O -0.44302 0.54219 3.00479
H 0.32143 0.62536 2.35055
H -1.25334 1.03179 2.69880
O -0.90022 0.79674 -2.33273
H -1.04977 1.40661 -3.08263
H -1.48971 0.05183 -2.81677

Maximum force   5.2 eV Å⁻¹
Gap between HOMO and LUMO   10.9101 eV
Structure (SMILES)   O=CO.O.O.O
Calculated total energy   -419.04499 hartree

---

[2]
ORCA calculation (wB97M-V/def2-TZVPD) on C6H11N3 in the gas phase at a distorted geometry.

Cartesian coordinates (Å):
C 2.41639 0.17665 -0.16378
C -0.20151 0.19960 1.22871
C 0.01626 -0.73471 -1.01888
C 1.04190 -0.18937 -0.45600
N -0.21585 1.60485 1.17958
N -0.25017 -1.41607 -2.19801
C -1.05878 -0.62876 0.08514
C -2.27350 -0.00071 -0.29211
N 0.14613 -0.47617 2.26616
H -0.72138 1.98909 0.39402
H -0.47548 2.05393 2.04642
H 0.38970 -1.23866 -2.95688
H -1.21388 -1.39329 -2.49641
H 0.49258 0.13284 3.00918
H -1.07314 -1.61044 0.56438
H 3.02963 0.11727 -1.07304
H 2.47568 1.20137 0.21532
H 2.85177 -0.49634 0.58029
H -2.81591 0.60985 0.41729
H -2.56043 0.09907 -1.33139

Maximum force   2.0 eV Å⁻¹
Gap between HOMO and LUMO (spin up / spin down)   8.4774 / 7.0601 eV
Calculated total energy   -399.29731 hartree

---

[3]
ORCA calculation (wB97M-V/def2-TZVPD) on C4H7ClN2 in the gas phase at a distorted geometry.

Cartesian coordinates (Å):
H 0.61407 0.68356 -2.22193
N 0.93850 0.07482 -1.50509
C 0.05324 0.03170 -0.58453
C -1.27527 0.67583 -0.60593
N 0.41982 -0.57441 0.62394
C 1.59813 -1.23763 0.73410
C 2.17750 -1.58432 1.86994
Cl 3.56995 -2.53779 1.75071
H -1.64174 0.68700 0.38283
H -1.97758 0.30718 -1.33497
H -1.00300 1.68423 -0.87680
H 0.11175 -0.29587 1.49515
H 2.26688 -1.53301 -0.17855
H 1.62755 -1.44379 2.76023

Maximum force   4.0 eV Å⁻¹
Gap between HOMO and LUMO   8.9070 eV
Structure (SMILES)   [H]/N=C(\C)N/C=C/Cl
Calculated total energy   -726.27166 hartree

---

[4]
ORCA calculation (wB97M-V/def2-TZVPD) on a 2-piece molecular cluster, C7H17NO overall at a distorted geometry.

Cartesian coordinates (Å):
C -0.92258 1.63959 2.21908
C -0.12884 0.62261 1.78679
C 1.31138 0.41023 1.42916
C 1.25611 -0.18193 -0.11943
C 2.07438 -1.45257 -0.43836
N -0.21061 -0.37252 -0.51971
C -0.86207 0.67196 -1.36654
C 0.03108 1.38994 -2.43310
H -0.52988 2.60029 2.12821
H -2.08276 1.49053 2.40800
H -0.63285 -0.36446 1.82290
H 1.81982 -0.21844 2.18094
H 1.86243 1.37378 1.39828
H 1.64202 0.66854 -0.72843
H 1.18187 -2.20178 -0.41267
H 2.46913 -1.49416 -1.40103
H 2.92444 -1.81503 0.23023
H -0.21518 -1.26668 -0.96717
H -1.42431 1.36635 -0.67938
H -1.78107 0.28492 -1.90227
H 1.05642 1.73589 -2.04795
H 0.47972 0.70392 -3.15997
H -0.54435 2.16929 -2.81492
O -2.20567 -2.15537 0.08499
H -1.36449 -2.29789 -0.28058
H -2.29814 -1.48345 0.71836

Maximum force   3.8 eV Å⁻¹
Gap between HOMO and LUMO   9.8067 eV
Structure (SMILES)   C=CC[C@@H](C)NCC.O
Calculated total energy   -406.77994 hartree

---

[5]
ORCA calculation (wB97M-V/def2-TZVPD) on a 2-piece molecular cluster, C4H11NO2 overall.

Cartesian coordinates (Å):
C 1.19478 0.14066 1.28402
N 1.03214 -0.32811 -0.09785
C 0.34529 0.63243 -0.95832
C 0.48356 0.22750 -2.42025
C 0.13710 1.32720 -3.38608
O -0.25374 2.41830 -3.04314
H 2.12095 -0.27330 1.68576
H 0.37814 -0.19040 1.92233
H 1.17874 1.22439 1.31065
H 0.44482 -1.15740 -0.06325
H 0.76918 1.62242 -0.79493
H -0.70808 0.77701 -0.66005
H 1.48601 -0.17942 -2.57046
H -0.21324 -0.59078 -2.65387
H 0.23329 1.08434 -4.45361
O -2.85477 -1.87403 5.11433
H -2.26008 -2.30342 4.49179
H -3.51410 -2.55737 5.29293

Maximum force   0.6 eV Å⁻¹
Gap between HOMO and LUMO   9.6847 eV
Structure (SMILES)   CNCCC=O.O
Calculated total energy   -364.20604 hartree

---

[6]
ORCA calculation (wB97M-V/def2-TZVPD) on a 10-piece molecular cluster, C40H71F12N3O17 overall at a distorted geometry.

Cartesian coordinates (Å):
C -4.27602 -3.03595 0.99404
C -5.16183 -2.32981 -0.02873
O -4.48876 -2.29544 -1.30546
C -4.35674 -3.31395 -2.17130
O -4.62376 -4.49915 -1.85162
C -3.60765 -2.90211 -3.40569
F -2.40241 -3.44379 -3.31368
F -4.22058 -3.48781 -4.46546
F -3.39845 -1.60218 -3.56091
H -4.09683 -4.03296 0.59161
H -4.70707 -3.05721 1.99496
H -3.28267 -2.58731 1.00303
H -5.46486 -1.32743 0.27375
H -6.13122 -2.81109 -0.15815
C 2.98933 7.80364 -2.69532
C 3.58584 6.47259 -3.07270
O 2.85810 5.39803 -2.43188
C 3.06013 5.19895 -1.09190
O 3.94033 5.68070 -0.38095
C 2.16433 4.03690 -0.60603
F 1.35353 4.35196 0.38773
F 1.41801 3.61257 -1.58644
F 2.91952 3.06891 -0.11664
H 3.27451 8.63846 -3.33552
H 3.24283 8.02861 -1.65935
H 1.90829 7.66488 -2.68133
H 4.67440 6.47049 -3.01665
H 3.18707 6.44128 -4.08665
C -2.55446 6.43297 -2.03472
C -1.42459 5.45126 -2.13724
O -1.86843 4.09567 -2.05508
C -2.17168 3.39655 -3.20889
O -2.21992 3.92382 -4.34219
C -2.37998 1.89646 -3.10411
F -2.20115 1.45201 -1.85670
F -3.60402 1.58760 -3.56305
F -1.54385 1.26133 -3.92550
H -2.05595 7.38653 -1.86058
H -3.22657 6.12206 -1.23491
H -3.09588 6.44240 -2.98070
H -0.76438 5.63568 -1.28977
H -0.83214 5.61249 -3.03786
C 0.67060 2.57081 3.78789
C -0.09629 3.77411 3.32320
O -1.24723 3.38743 2.54148
C -2.06711 4.22636 1.89583
O -1.89871 5.44406 1.78236
C -3.34769 3.61619 1.31389
F -4.36756 4.28535 1.85842
F -3.45969 3.82223 0.00565
F -3.43742 2.29238 1.51600
H 0.07475 2.09366 4.56596
H 1.53148 2.90028 4.36964
H 0.89593 1.81674 3.03377
H 0.56710 4.47050 2.81031
H -0.49112 4.33366 4.17121
C 4.30688 -2.41527 -0.66222
O 4.88766 -1.29268 -1.41272
C 4.28972 -0.04057 -1.15681
C 4.57558 1.02175 -2.22563
O 4.00159 0.70565 -3.46631
C 4.49427 1.40253 -4.57017
C 3.74472 2.77089 -4.68188
O 2.33729 2.59841 -4.92917
C 1.64886 3.82584 -5.11604
H 4.96942 -3.27661 -0.74728
H 3.37123 -2.70278 -1.14180
H 4.01490 -2.20498 0.36668
H 4.78614 0.28266 -0.24183
H 3.26634 -0.11137 -0.78832
H 5.65720 1.14920 -2.18134
H 4.08089 1.91766 -1.85049
H 4.26588 0.74611 -5.40984
H 5.58378 1.39838 -4.53778
H 4.21411 3.42747 -5.41446
H 3.79190 3.30388 -3.73226
H 1.08189 4.22233 -4.27375
H 0.82901 3.50741 -5.75989
H 2.14392 4.67236 -5.59188
C 1.24845 -7.74480 -2.84126
O 0.14243 -6.90996 -2.99735
C 0.36640 -5.50980 -2.94533
C 0.00676 -5.00250 -1.54625
O 0.82060 -5.57429 -0.54385
C 0.65434 -4.82105 0.63309
C 1.43039 -5.45424 1.78323
O 2.87567 -5.29671 1.83647
C 3.56896 -5.89313 0.75144
H 1.00455 -8.80706 -2.85635
H 1.76526 -7.48488 -1.91744
H 1.85816 -7.59484 -3.73225
H -0.42897 -5.18641 -3.61682
H 1.33724 -5.14422 -3.27987
H -1.06449 -5.13891 -1.39826
H 0.18558 -3.92742 -1.56451
H -0.39690 -4.80592 0.92079
H 0.95164 -3.77877 0.51745
H 1.20781 -6.51086 1.93192
H 1.02078 -5.03845 2.70380
H 4.62155 -6.05749 0.98197
H 3.42381 -5.34552 -0.17977
H 3.26851 -6.92194 0.55303
C -0.86765 -2.09759 4.09415
O -1.46866 -1.39485 2.99562
C -2.70606 -0.79033 3.27618
C -2.83189 0.11978 4.54424
O -3.04087 -0.60493 5.78578
C -4.13764 -1.52750 5.82073
C -4.54067 -1.72792 7.26934
O -4.66305 -0.47780 7.82060
C -5.13581 -0.35322 9.14266
H -1.24384 -3.09228 4.33326
H -0.88524 -1.56149 5.04303
H 0.16254 -2.17750 3.74712
H -3.43642 -1.59547 3.35636
H -2.97431 -0.25492 2.36542
H -3.66258 0.82209 4.47491
H -1.96386 0.77866 4.52177
H -3.84100 -2.47657 5.37422
H -5.06464 -1.24188 5.32356
H -3.83014 -2.31968 7.84646
H -5.49005 -2.25907 7.33771
H -5.54641 0.63673 9.34143
H -4.38223 -0.48079 9.91979
H -5.96422 -1.05409 9.24573
C 3.97302 -2.59558 3.74373
C 3.47602 -1.34473 3.13954
N 3.09131 -0.42145 2.61393
H 3.82344 -3.41472 3.04036
H 3.33331 -2.79873 4.60257
H 5.02497 -2.63287 4.02677
C -0.60480 0.32929 0.58417
C -0.06514 -0.01243 -0.69487
N 0.39643 -0.29741 -1.70359
H 0.02696 -0.15789 1.32690
H -1.68407 0.17686 0.58992
H -0.49827 1.41155 0.65809
C 1.46901 -0.52912 -4.43152
C 0.73236 -1.78671 -4.68093
N 0.22022 -2.80462 -4.85976
H 2.16453 -0.38911 -5.25901
H 1.99613 -0.66308 -3.48690
H 0.68630 0.22945 -4.42526

Maximum force   6.0 eV Å⁻¹
Gap between HOMO and LUMO   9.2078 eV
Structure (SMILES)   CCOC(=O)C(F)(F)F.CCOC(=O)C(F)(F)F.CCOC(=O)C(F)(F)F.CCOC(=O)C(F)(F)F.COCCOCCOC.COCCOCCOC.COCCOCCOC.CC#N.CC#N.CC#N
Calculated total energy   -4208.20306 hartree

---

maximum force of number 4 (C7H17NO)? 3.8 eV Å⁻¹

---

Copy entry 2 word for word.
ORCA calculation (wB97M-V/def2-TZVPD) on C6H11N3 in the gas phase at a distorted geometry.

Cartesian coordinates (Å):
C 2.41639 0.17665 -0.16378
C -0.20151 0.19960 1.22871
C 0.01626 -0.73471 -1.01888
C 1.04190 -0.18937 -0.45600
N -0.21585 1.60485 1.17958
N -0.25017 -1.41607 -2.19801
C -1.05878 -0.62876 0.08514
C -2.27350 -0.00071 -0.29211
N 0.14613 -0.47617 2.26616
H -0.72138 1.98909 0.39402
H -0.47548 2.05393 2.04642
H 0.38970 -1.23866 -2.95688
H -1.21388 -1.39329 -2.49641
H 0.49258 0.13284 3.00918
H -1.07314 -1.61044 0.56438
H 3.02963 0.11727 -1.07304
H 2.47568 1.20137 0.21532
H 2.85177 -0.49634 0.58029
H -2.81591 0.60985 0.41729
H -2.56043 0.09907 -1.33139

Maximum force   2.0 eV Å⁻¹
Gap between HOMO and LUMO (spin up / spin down)   8.4774 / 7.0601 eV
Calculated total energy   -399.29731 hartree

---

Which formula does entry 4 have? C7H17NO